14
Properties=species:S:1:pos:R:3:lowdin_charge:R:1 method="wB97M-V/def2-TZVPD" homo_energy_ev="-8.29 / -8.17" total_energy_ev=-20868.4730 e_above_lowest_kcal_mol=128.0 orbital_gap_ha="0.2546 / 0.2412" total_charge=0 mol_weight_g_mol=253.00
C 0.5957 -0.7244 0.1751 -0.53
C -0.6676 -0.4418 -0.1307 -0.42
C 1.1493 1.6618 -0.3184 -0.02
C -1.8225 -1.3239 0.1898 -0.07
N -0.0517 1.8065 -0.4119 0.07
N -1.0226 0.8981 -0.3612 0.00
N 2.3256 1.3988 0.0876 -0.46
O 3.0520 0.6395 -0.6504 -0.17
O 2.6132 1.7788 1.2256 0.04
I 2.2148 -1.9188 0.1042 1.10
H -2.4448 -1.0598 1.0656 0.10
H -2.5479 -1.6699 -0.5931 0.09
H -1.4669 -2.3564 0.2994 0.08
H -1.9267 1.3115 -0.6814 0.18